[1]
DFT (wB97M-V/def2-TZVPD) results for a 2-piece molecular cluster, C2H2O3 overall.

Values from the calculation:
* HOMO energy (alpha / beta): -0.309 / -0.289 hartree
* energy relative to the best compared isomer or geometry (same formula, charge and spin): 7.955 eV
* gap between HOMO and LUMO (alpha / beta): 9.0 / 8.3 eV
* LUMO energy (alpha / beta): 0.02190 / 0.01613 Eh
* net charge: 0

Each atom is followed by the atoms it is bonded to, with distances in Å.
Geometry (Å):
1 C -1.67 0.22 -0.33  O3 1.170, H6 1.115
2 C 1.09 -0.42 0.11  O4 1.359, O5 1.320, H7 1.097
3 O -2.27 -0.27 0.54  C1 1.170
4 O 1.96 0.50 -0.37  C2 1.359, O5 1.486
5 O 1.45 0.46 1.03  C2 1.320, O4 1.486
6 H -1.72 1.04 -1.09  C1 1.115
7 H 1.16 -1.52 0.10  C2 1.097

[2]
DFT (wB97M-V/def2-TZVPD) results for a single C2H2O3 molecule.

Values from the calculation:
* HOMO energy: -0.327 hartree
* energy relative to the best compared isomer or geometry (same formula, charge and spin): 4.989 eV
* gap between HOMO and LUMO: 9.3 eV
* LUMO energy: 0.01605 Eh
* net charge: 0

Each atom is followed by the atoms it is bonded to, with distances in Å.
Geometry (Å):
1 O -1.39 -0.15 -0.80  C2 1.328, H6 1.003
2 C -0.27 -0.10 -0.09  O1 1.328, C3 1.316, O5 1.393
3 C 0.79 0.68 0.00  C2 1.316, O4 1.458, H7 1.160
4 O 1.33 -0.14 1.08  C3 1.458, O5 1.412
5 O 0.21 -0.99 0.87  C2 1.393, O4 1.412
6 H -1.90 -1.01 -0.76  O1 1.003
7 H 1.23 1.71 -0.30  C3 1.160